No. 1
DFT (ωB97M-V/def2-TZVPD) results for 10 unconnected molecules or ions with the total composition C80H170N4O12P4 at a distorted geometry.

XYZ file:
```
270
C80H170N4O12P4 | OMol25 | ωB97M-V/def2-TZVPD
C -4.29 3.57 1.53
C -5.27 2.73 2.28
C -4.57 2.09 3.51
C -5.52 1.04 4.22
P -4.90 -0.12 5.45
C -6.24 -1.02 6.43
C -7.34 -0.17 7.00
C -8.15 -0.97 8.12
C -7.42 -0.72 9.46
C -3.88 -1.37 4.78
C -3.33 -2.38 5.79
C -2.13 -3.20 5.22
C -1.87 -4.26 6.32
C -3.96 0.91 6.62
C -2.58 1.37 6.10
C -2.05 2.60 6.83
C -1.82 2.26 8.33
H -4.78 3.74 0.57
H -3.28 3.19 1.38
H -4.20 4.55 2.01
H -5.65 2.10 1.48
H -6.14 3.29 2.63
H -4.17 2.77 4.26
H -3.73 1.56 3.05
H -6.06 0.34 3.59
H -6.34 1.61 4.67
H -5.78 -1.69 7.15
H -6.65 -1.61 5.62
H -8.05 0.07 6.20
H -7.01 0.84 7.27
H -8.13 -2.02 7.82
H -9.19 -0.66 8.25
H -7.37 0.35 9.63
H -6.37 -1.02 9.53
H -7.94 -1.14 10.32
H -3.11 -0.87 4.20
H -4.50 -1.91 4.07
H -4.17 -2.99 6.11
H -3.02 -1.86 6.69
H -1.34 -2.50 4.94
H -2.44 -3.87 4.42
H -1.76 -3.83 7.32
H -1.07 -4.98 6.11
H -2.70 -4.96 6.26
H -3.94 0.32 7.54
H -4.72 1.67 6.80
H -2.54 1.57 5.03
H -1.94 0.49 6.06
H -2.77 3.41 6.83
H -1.13 2.91 6.34
H -2.79 2.28 8.83
H -1.21 3.06 8.75
H -1.23 1.37 8.52
C 2.64 -3.82 -3.22
C 2.37 -4.63 -1.93
C 2.27 -3.66 -0.71
C 0.87 -3.00 -0.66
P 0.72 -1.85 0.73
C 1.21 -2.87 2.15
C 0.39 -4.18 2.30
C 0.95 -5.06 3.50
C 0.25 -6.44 3.53
C 1.98 -0.54 0.29
C 1.79 0.29 -1.01
C 2.90 1.35 -1.27
C 4.20 0.86 -1.95
C -0.96 -1.22 0.97
C -1.65 -0.47 -0.26
C -3.17 -0.43 -0.15
C -3.84 0.61 -1.07
H 3.04 -4.52 -3.95
H 3.47 -3.14 -3.08
H 1.74 -3.34 -3.59
H 3.06 -5.46 -1.76
H 1.46 -5.20 -2.14
H 3.12 -2.97 -0.72
H 2.46 -4.33 0.13
H 0.14 -3.81 -0.70
H 0.64 -2.35 -1.50
H 0.99 -2.16 2.95
H 2.28 -3.08 2.16
H 0.46 -4.72 1.35
H -0.65 -3.90 2.44
H 0.84 -4.52 4.44
H 2.03 -5.13 3.37
H 0.61 -7.10 4.32
H 0.66 -6.85 2.60
H -0.83 -6.50 3.55
H 2.90 -1.13 0.26
H 2.10 0.16 1.12
H 0.84 0.81 -1.06
H 1.79 -0.47 -1.80
H 3.12 2.01 -0.43
H 2.55 2.09 -1.99
H 4.11 0.84 -3.04
H 4.51 -0.02 -1.39
H 4.95 1.56 -1.60
H -1.13 -0.57 1.83
H -1.53 -2.12 1.18
H -1.47 -0.91 -1.25
H -1.18 0.51 -0.30
H -3.45 -0.33 0.90
H -3.58 -1.40 -0.43
H -3.30 0.74 -2.01
H -3.76 1.57 -0.56
H -4.91 0.49 -1.18
C -1.11 -3.46 -6.98
C 0.15 -4.08 -6.40
C 1.16 -4.44 -7.48
C 1.58 -3.32 -8.42
P 3.26 -3.54 -9.16
C 3.48 -2.20 -10.46
C 3.48 -0.82 -9.86
C 3.46 0.31 -10.96
C 2.56 1.49 -10.62
C 4.56 -3.36 -7.82
C 4.80 -2.01 -7.06
C 5.76 -2.21 -5.81
C 6.34 -0.86 -5.33
C 3.31 -5.11 -9.97
C 3.67 -6.35 -9.15
C 3.51 -7.56 -10.07
C 3.95 -8.90 -9.46
H -0.86 -2.45 -7.32
H -1.91 -3.49 -6.25
H -1.32 -3.93 -7.95
H -0.17 -5.04 -5.98
H 0.60 -3.57 -5.55
H 0.86 -5.31 -8.07
H 2.07 -4.74 -6.95
H 1.61 -2.29 -8.07
H 0.99 -3.22 -9.33
H 2.69 -2.35 -11.20
H 4.40 -2.31 -11.04
H 4.39 -0.53 -9.33
H 2.60 -0.73 -9.23
H 3.16 -0.16 -11.89
H 4.50 0.62 -11.09
H 1.50 1.28 -10.77
H 2.79 2.30 -11.30
H 2.67 1.79 -9.57
H 5.45 -3.59 -8.39
H 4.36 -4.16 -7.11
H 3.85 -1.66 -6.64
H 5.20 -1.15 -7.59
H 6.53 -2.92 -6.11
H 5.12 -2.63 -5.03
H 7.08 -0.28 -5.89
H 7.02 -1.04 -4.49
H 5.57 -0.18 -4.97
H 3.93 -4.97 -10.86
H 2.33 -5.12 -10.46
H 3.00 -6.51 -8.30
H 4.67 -6.25 -8.71
H 4.18 -7.43 -10.92
H 2.55 -7.71 -10.57
H 3.90 -9.67 -10.22
H 3.16 -9.17 -8.76
H 4.94 -8.78 -9.02
C 6.04 0.66 3.97
C 5.10 1.46 3.15
C 4.51 2.72 3.86
C 3.24 3.31 3.26
P 2.48 4.60 4.24
C 3.43 6.08 3.73
C 4.87 6.12 4.22
C 5.44 7.57 4.41
C 6.92 7.66 4.97
C 0.69 4.66 3.81
C -0.22 5.50 4.72
C -1.72 5.44 4.22
C -2.12 6.51 3.15
C 2.75 4.25 6.05
C 2.43 5.44 7.05
C 2.53 4.87 8.51
C 2.61 6.03 9.52
H 5.40 0.13 4.67
H 6.77 1.33 4.43
H 6.53 -0.07 3.33
H 4.23 0.92 2.77
H 5.68 1.72 2.27
H 5.29 3.43 4.14
H 4.21 2.33 4.84
H 2.53 2.51 3.03
H 3.36 3.79 2.29
H 2.84 6.94 4.06
H 3.19 6.16 2.67
H 5.39 5.73 3.34
H 5.18 5.50 5.06
H 4.83 8.15 5.10
H 5.34 8.19 3.52
H 7.32 8.68 4.94
H 7.71 7.08 4.49
H 6.81 7.18 5.94
H 0.45 3.61 3.62
H 0.69 5.09 2.81
H 0.16 6.52 4.70
H -0.32 5.14 5.74
H -2.35 5.49 5.11
H -1.94 4.43 3.89
H -2.01 7.48 3.62
H -3.17 6.45 2.85
H -1.49 6.31 2.28
H 3.78 3.92 6.18
H 2.26 3.32 6.32
H 1.47 5.94 6.94
H 3.20 6.20 6.91
H 3.35 4.15 8.47
H 1.63 4.28 8.73
H 2.34 5.64 10.50
H 2.11 6.98 9.31
H 3.67 6.24 9.62
C -0.38 3.65 0.14
C -0.65 3.63 -1.36
N -1.74 4.46 -1.73
C -1.89 5.82 -1.41
C -3.22 6.23 -1.76
N -3.79 5.09 -2.28
C -2.90 4.04 -2.33
C -5.18 4.95 -2.60
H 0.54 4.12 0.49
H -0.38 2.64 0.56
H -1.13 4.23 0.68
H -0.75 2.61 -1.75
H 0.20 4.04 -1.91
H -1.14 6.37 -0.86
H -3.67 7.20 -1.69
H -3.05 3.03 -2.69
H -5.48 5.73 -3.30
H -5.77 4.92 -1.69
H -5.43 4.00 -3.09
C -6.12 1.12 -4.18
C -5.19 0.18 -4.95
N -4.66 -0.89 -4.17
C -5.40 -1.62 -3.25
C -4.57 -2.53 -2.62
N -3.35 -2.41 -3.24
C -3.41 -1.41 -4.19
C -2.14 -3.07 -2.83
H -5.84 0.98 -3.13
H -7.09 0.64 -4.21
H -6.23 2.15 -4.54
H -4.31 0.77 -5.22
H -5.58 -0.14 -5.91
H -6.46 -1.46 -3.11
H -4.74 -3.21 -1.80
H -2.56 -1.19 -4.82
H -1.88 -3.89 -3.50
H -2.23 -3.51 -1.84
H -1.22 -2.48 -2.78
O 0.38 1.56 -4.92
C -0.77 1.03 -4.51
O -1.77 1.67 -4.87
O -0.74 0.04 -3.74
H -0.15 2.20 -5.39
O 3.41 -7.11 -4.74
C 2.20 -7.22 -5.16
O 1.42 -6.46 -4.57
O 1.84 -7.98 -6.09
H 3.00 -6.67 -3.99
O -3.56 -3.51 1.58
C -3.38 -4.49 0.71
O -4.33 -4.89 -0.01
O -2.24 -4.89 0.54
H -4.37 -3.08 1.29
O 1.75 -0.65 4.64
C 1.21 0.56 4.54
O 1.19 1.28 5.56
O 0.60 0.79 3.45
H 1.88 -0.55 5.58
```

Results
Molecular weight in g/mol: 1504.152
Maximum force in Eh/bohr: 0.14360
Energy in Eh: -5636.91713
E_HOMO in eV: -8.80
Lowest unoccupied orbital energy in eV: -3.95
Charge: +2

No. 2
DFT (ωB97M-V/def2-TZVPD) results for 2 unconnected molecules or ions with the total composition C3H4INO at a distorted geometry.

XYZ file:
```
10
C3H4INO | OMol25 | ωB97M-V/def2-TZVPD
C -0.57 -0.17 -0.64
C 1.73 0.35 -0.09
C -1.42 -0.60 0.54
N 0.67 -0.09 -0.49
O 1.77 2.85 -0.13
I 3.55 -0.52 0.23
H -0.99 -0.02 -1.64
H -1.24 -1.61 0.89
H -2.48 -0.43 0.10
H -1.03 0.22 1.22
```

Results
Molecular weight in g/mol: 196.975
ΔE to the lowest compared entry with this formula, charge and spin in kcal per mole: 184.51
Maximum force in Eh/bohr: 0.06472
Energy in Eh: -544.08887
E_HOMO (alpha / beta) in eV: -8.74 / -8.34
Lowest unoccupied orbital energy (alpha / beta) in eV: -2.10 / -0.86
Charge: 0

No. 3
DFT (ωB97M-V/def2-TZVPD) results for a molecular structure, C40H39BrI2N2O3PTi at a distorted geometry.

XYZ file:
```
89
C40H39BrI2N2O3PTi | OMol25 | ωB97M-V/def2-TZVPD
Ti 0.83 -1.20 0.63
C -2.18 0.63 1.56
O -0.77 0.50 1.74
C -0.39 1.27 2.87
C 1.10 1.15 3.11
O 1.59 -0.06 2.53
C 2.88 -0.43 3.01
C 2.92 -1.94 3.12
O 2.22 -2.49 2.01
C 2.51 -3.87 1.79
H -2.40 1.59 1.08
H -2.69 0.58 2.53
H -2.53 -0.18 0.93
H -0.96 0.91 3.74
H -0.64 2.32 2.70
H 1.28 1.10 4.19
H 1.66 2.00 2.71
H 3.05 0.00 4.00
H 3.64 -0.06 2.31
H 2.45 -2.30 4.05
H 3.96 -2.28 3.11
H 3.58 -4.05 1.95
H 2.27 -4.10 0.75
H 1.92 -4.50 2.46
I -2.13 -1.29 -1.57
C -2.92 0.34 -2.62
C -4.12 0.03 -3.19
C -4.84 0.98 -3.95
C -4.30 2.21 -4.11
C -3.04 2.55 -3.55
C -2.56 3.85 -3.82
C -1.35 4.24 -3.36
C -0.60 3.34 -2.59
C -1.02 2.08 -2.24
P 0.34 1.23 -1.26
C 0.89 2.60 -0.18
C 2.24 2.77 0.12
C 2.65 3.78 0.98
C 1.72 4.61 1.58
C 0.37 4.43 1.31
C -0.04 3.44 0.43
C 1.52 1.17 -2.66
C 1.26 0.16 -3.59
C 2.05 0.02 -4.71
C 3.12 0.88 -4.92
C 3.38 1.89 -4.00
C 2.58 2.04 -2.88
C -2.29 1.62 -2.75
H -4.54 -0.95 -3.06
H -5.79 0.72 -4.39
H -4.80 2.97 -4.69
H -3.17 4.51 -4.42
H -0.95 5.22 -3.58
H 0.37 3.68 -2.25
H 2.98 2.12 -0.33
H 3.71 3.91 1.18
H 2.04 5.40 2.25
H -0.37 5.08 1.76
H -1.10 3.34 0.20
H 0.41 -0.51 -3.44
H 1.83 -0.76 -5.42
H 3.75 0.76 -5.79
H 4.20 2.56 -4.16
H 2.79 2.84 -2.18
Br -3.74 -1.51 6.75
C -2.76 -1.79 5.17
C -3.42 -2.14 4.01
C -2.69 -2.34 2.85
C -1.31 -2.19 2.85
C -0.65 -1.84 4.02
C -1.38 -1.64 5.19
N -0.57 -2.39 1.64
C -0.77 -3.55 1.08
C -0.19 -3.81 -0.19
C -0.44 -4.99 -0.91
C 0.09 -5.13 -2.17
C 0.87 -4.09 -2.69
C 1.09 -2.97 -1.94
N 0.57 -2.81 -0.69
H -4.49 -2.25 4.00
H -3.20 -2.59 1.93
H 0.42 -1.72 4.02
H -0.87 -1.38 6.11
H -1.37 -4.33 1.56
H -1.05 -5.76 -0.47
H -0.10 -6.03 -2.75
H 1.30 -4.16 -3.68
H 1.71 -2.15 -2.29
I 3.38 -0.82 -0.43
```

Results
Expectation value of S²: 2.02
Molecular weight in g/mol: 1008.316
ΔE to the lowest compared entry with this formula, charge and spin in kcal per mole: 6.97
Multiplicity: 3
Maximum force in Eh/bohr: 0.03206
Energy in Eh: -6242.96985
E_HOMO (alpha / beta) in eV: -9.17 / -10.34
Lowest unoccupied orbital energy (alpha / beta) in eV: -3.17 / -3.43
Charge: +1

Q: Which formula does entry 1 have?
A: C80H170N4O12P4

Q: maximum force of number 1 (C80H170N4O12P4)?
A: 0.14360 Eh/bohr